No. 1
{
  "formula": "C25H21BaClN2O7",
  "method": "ωB97M-V/def2-TZVPD",
  "symbols": ["Ba", "C", "C", "C", "C", "C", "H", "H", "H", "H", "H", "O", "C", "O", "C", "C", "N", "N", "C", "C", "O", "O", "H", "H", "H", "C", "C", "C", "C", "C", "C", "H", "H", "H", "H", "H", "C", "C", "C", "C", "Cl", "C", "C", "C", "O", "C", "C", "O", "O", "H", "H", "H", "H", "H", "H", "H", "H"],
  "positions_angstrom": [[0.2888, 1.7547, 1.4449], [-2.2381, 4.0149, 3.1571], [-1.5290, 4.3670, 2.0014], [-0.2045, 4.6952, 2.3884], [-0.1166, 4.5414, 3.7804], [-1.3673, 4.1220, 4.2527], [-3.2747, 3.7020, 3.1954], [-1.9221, 4.3953, 0.9903], [0.5937, 5.0117, 1.7251], [0.7736, 4.6885, 4.3789], [-1.6097, 3.8865, 5.2814], [0.3877, -3.5700, 4.7043], [0.5383, -4.0142, 3.4710], [0.7010, -5.1956, 3.2167], [0.4879, -2.9853, 2.4277], [0.5490, -3.1991, 1.0583], [0.4505, -1.9952, 0.4755], [0.3185, -1.0220, 1.3726], [0.3349, -1.5912, 2.5582], [0.2325, -0.7156, 3.7736], [0.0061, -1.2945, 4.8695], [0.3720, 0.5010, 3.5608], [0.3204, -2.5427, 4.7188], [0.6554, -4.1151, 0.5045], [0.4515, -1.6822, -0.5118], [5.2257, 2.5199, -1.2494], [4.7432, 1.2727, -0.8789], [3.5758, 1.1692, -0.1300], [2.8213, 2.2737, 0.3004], [3.3533, 3.5106, -0.1010], [4.5177, 3.6454, -0.8527], [6.1333, 2.6120, -1.8376], [5.2762, 0.3741, -1.1818], [3.2373, 0.1614, 0.1159], [2.8394, 4.4293, 0.1848], [4.8749, 4.6343, -1.1332], [-1.3739, -2.9585, -5.1524], [-2.0859, -2.8741, -3.8352], [-2.6799, -3.9805, -3.2530], [-3.3059, -3.8668, -2.0206], [-4.0515, -5.2713, -1.3154], [-3.3366, -2.6623, -1.3481], [-2.7478, -1.5451, -1.9237], [-2.1299, -1.6406, -3.1661], [-1.5681, -0.6040, -3.8190], [-1.4121, 0.6026, -3.0903], [-0.5423, 0.4225, -1.8087], [0.2479, -0.5350, -1.8192], [-0.7574, 1.2692, -0.9163], [-1.3608, -3.9820, -5.5259], [-0.3477, -2.6032, -5.0475], [-1.8585, -2.3179, -5.8918], [-2.6498, -4.9386, -3.7550], [-3.8044, -2.5905, -0.3763], [-2.7564, -0.6091, -1.3816], [-2.3755, 1.0391, -2.8186], [-0.9015, 1.2855, -3.7675]],
  "atomic_forces_ev_per_a": [[-0.12, 1.32, -0.34], [-0.23, -0.23, 0.10], [0.32, 0.09, -0.43], [-0.11, 0.09, -0.38], [0.27, -0.10, 0.08], [-0.10, -0.11, 0.25], [0.02, 0.02, 0.01], [-0.01, 0.06, 0.03], [-0.02, 0.06, 0.03], [-0.02, 0.02, 0.00], [0.01, 0.00, -0.03], [0.62, -2.05, -0.69], [0.02, -0.49, 0.95], [-0.03, 0.03, -0.21], [-0.13, -0.01, -0.54], [0.06, 0.19, 0.20], [-0.05, -0.11, -0.21], [0.04, 0.23, -0.32], [0.14, -0.37, 0.17], [-0.09, -0.10, 0.00], [0.18, 1.75, -0.14], [-0.10, -0.30, 1.05], [-0.61, 0.25, 0.57], [0.01, 0.00, -0.03], [-0.02, -0.05, 0.14], [0.04, -0.01, -0.02], [0.10, -0.16, -0.06], [-0.02, -0.03, 0.00], [-0.07, 0.03, 0.08], [0.04, 0.03, 0.02], [0.02, 0.17, -0.03], [0.00, 0.00, 0.00], [0.00, 0.02, 0.00], [0.01, -0.01, 0.00], [0.01, 0.01, -0.01], [0.00, -0.01, 0.00], [-0.01, 0.03, -0.01], [0.04, 0.04, -0.01], [0.00, 0.14, 0.05], [0.05, 0.11, -0.03], [-0.10, -0.19, 0.09], [0.01, -0.06, -0.04], [0.01, 0.09, -0.02], [-0.19, -0.29, 0.05], [0.00, 0.08, -0.14], [0.33, 0.04, 0.31], [-0.26, -0.04, -0.58], [0.06, -0.12, 0.11], [-0.07, 0.02, 0.01], [-0.02, -0.02, 0.00], [0.00, 0.01, -0.02], [0.04, 0.00, -0.04], [0.00, -0.02, -0.01], [0.00, -0.01, 0.01], [-0.02, -0.03, 0.01], [-0.05, -0.06, 0.00], [0.02, 0.02, 0.02]],
  "e_tot_ev": -56799.0311,
  "charge": -2,
  "de_lowest_ev": 0.7999,
  "e_homo_ev": -1.91,
  "e_lumo_ev": 3.936
}

No. 2
{
  "formula": "C25H21Cl5MnN4S2",
  "method": "ωB97M-V/def2-TZVPD",
  "symbols": ["Mn", "Cl", "C", "C", "C", "Cl", "C", "Cl", "C", "Cl", "C", "Cl", "N", "C", "C", "C", "C", "C", "C", "C", "H", "H", "H", "H", "C", "C", "N", "C", "S", "N", "C", "C", "H", "H", "H", "H", "H", "H", "H", "H", "H", "H", "H", "H", "S", "C", "N", "C", "C", "C", "C", "C", "C", "H", "H", "H", "H", "H"],
  "positions_angstrom": [[-0.2028, -0.8144, -0.6273], [-1.4750, -5.0986, 1.8858], [-2.0991, -3.4941, 1.9620], [-1.2475, -2.3533, 1.8850], [-1.8327, -1.0828, 2.0287], [-0.6808, 0.2687, 2.0173], [-3.2147, -0.8637, 2.0357], [-3.8186, 0.7367, 1.6599], [-4.0605, -1.9641, 2.2180], [-5.7674, -1.7420, 2.3356], [-3.4644, -3.2432, 2.2840], [-4.3901, -4.5547, 2.8008], [5.4880, -3.3777, 0.6481], [4.3502, -3.2632, 0.9253], [2.9615, -3.0701, 1.1797], [1.9970, -3.5723, 0.2969], [0.6598, -3.2012, 0.4690], [0.2067, -2.4558, 1.5736], [1.2244, -1.9722, 2.4561], [2.5538, -2.2392, 2.2471], [2.3024, -4.2635, -0.4815], [-0.0576, -3.6653, -0.2083], [0.9111, -1.4497, 3.3555], [3.2940, -1.8857, 2.9723], [3.0486, 2.0131, 2.7349], [3.6874, 2.2069, 1.3733], [3.1365, 1.3653, 0.3427], [2.0055, 1.4736, -0.3842], [1.7122, 0.2265, -1.6276], [1.0837, 2.4168, -0.1581], [1.1835, 3.8430, 0.2738], [1.9757, 4.7604, -0.6397], [3.4101, 2.8215, 3.3884], [3.3397, 1.0099, 3.1137], [1.9486, 2.0750, 2.6391], [4.7734, 2.0142, 1.3988], [3.5667, 3.2509, 1.0362], [3.6980, 0.5705, 0.0481], [0.2340, 2.2713, -0.7281], [1.6146, 3.8372, 1.2923], [0.1354, 4.2002, 0.3450], [2.8682, 4.2697, -1.0484], [2.3650, 5.6398, -0.1323], [1.3690, 5.1535, -1.4971], [-4.2652, -1.8923, -2.8396], [-2.7658, -2.0765, -2.0166], [-1.8456, -1.1257, -2.1019], [-2.2870, -0.1535, -3.0416], [-1.6125, 1.0091, -3.4756], [-2.2848, 1.9246, -4.2964], [-3.5820, 1.6699, -4.7353], [-4.2517, 0.5193, -4.3149], [-3.6274, -0.3682, -3.4629], [-2.5902, -2.9931, -1.4609], [-0.5687, 1.1951, -3.2253], [-1.7746, 2.8121, -4.6776], [-4.0875, 2.3791, -5.3826], [-5.2504, 0.3020, -4.6588]],
  "atomic_forces_ev_per_a": [[-0.15, -0.14, -0.35], [-0.21, 0.49, 0.04], [-0.30, 1.60, 0.57], [-0.49, -0.30, -0.37], [0.41, -0.09, -0.51], [-0.83, 0.12, -0.77], [0.09, 0.61, -0.28], [0.19, -0.89, 0.50], [0.43, 0.17, -0.16], [0.75, -0.18, 0.00], [0.58, -0.35, -0.15], [-0.55, -0.43, -0.06], [-3.13, 0.35, 0.83], [3.45, -0.61, -0.84], [-0.97, 0.58, -0.19], [0.52, 0.53, 0.45], [-0.47, -0.47, -0.15], [1.49, -0.41, 0.31], [-1.20, -0.34, -0.05], [0.42, -0.36, 0.07], [-0.14, 0.23, -0.07], [-0.06, 0.06, 0.16], [0.18, -0.03, -0.14], [-0.24, -0.10, -0.37], [-0.01, -0.43, -0.09], [0.49, 1.41, -0.02], [-1.03, -1.07, -2.02], [0.78, 0.00, 1.40], [-0.95, -0.03, 0.97], [-1.07, 0.12, -1.41], [-0.03, 0.04, 1.22], [0.04, 0.19, -1.32], [-0.20, -0.51, 0.01], [-0.32, 0.73, 0.10], [0.45, -0.04, 0.25], [-0.51, 0.05, 0.02], [0.23, -0.36, 0.24], [-0.08, 0.22, 0.10], [0.95, 0.10, 0.31], [-0.38, 0.18, -0.47], [0.65, -0.35, 0.13], [-0.23, -0.06, -0.02], [-0.25, 0.00, 0.37], [0.50, -0.56, 0.69], [1.52, 0.85, 0.11], [0.25, -0.04, 0.31], [-0.06, -0.12, -0.30], [-0.65, 0.70, 0.39], [-0.29, 0.00, -0.04], [0.47, -0.54, -0.02], [-0.42, -0.43, 0.44], [-0.14, 0.50, -0.44], [0.88, -0.29, 0.11], [-0.04, 0.20, 0.16], [-0.23, -0.16, 0.10], [-0.06, -0.31, 0.29], [0.08, -0.16, 0.03], [-0.15, 0.11, -0.08]],
  "e_tot_ev": -147813.3923,
  "charge": 2,
  "spin_multiplicity": 4,
  "e_homo_ev": [-14.51, -14.52],
  "e_lumo_ev": [-8.216, -6.704]
}

No. 3
{
  "formula": "C25H21Cl5N4O5S2SiSr",
  "method": "ωB97M-V/def2-TZVPD",
  "symbols": ["Sr", "O", "C", "C", "C", "N", "C", "C", "C", "O", "O", "C", "O", "O", "H", "H", "H", "C", "Si", "C", "C", "C", "C", "C", "C", "N", "C", "S", "H", "H", "H", "H", "H", "H", "H", "H", "H", "H", "H", "H", "C", "N", "C", "C", "N", "C", "S", "H", "H", "H", "H", "H", "H", "Cl", "C", "C", "C", "Cl", "C", "Cl", "C", "Cl", "C", "Cl"],
  "positions_angstrom": [[-0.9694, -0.2505, -1.2543], [1.2284, -5.4328, 1.9614], [0.5883, -4.3285, 1.3839], [-0.2006, -3.6024, 2.3858], [-1.1501, -2.6575, 2.2726], [-1.6464, -2.2979, 0.9747], [-0.7565, -2.4249, 0.1298], [0.8770, -4.2280, 0.0646], [-0.6677, -3.3949, -2.2630], [-0.8212, -3.8573, -3.5548], [-1.9985, -3.4812, -2.6692], [-1.7566, -1.9532, 3.4984], [-1.6011, -2.5265, 4.5920], [-2.2982, -0.8558, 3.2573], [1.1945, -5.3014, 2.9152], [-0.0281, -3.8761, 3.4233], [1.1748, -3.6662, -2.0056], [0.9540, 2.8470, 5.1810], [-0.0373, 1.3713, 4.5231], [-1.4840, 1.0981, 5.6862], [1.0624, -0.1318, 4.6285], [-0.7496, 1.9063, 2.8653], [-1.4936, 3.0586, 2.8424], [-2.2629, 3.4072, 1.7197], [-2.3197, 2.5103, 0.6907], [-1.5913, 1.3812, 0.6373], [-0.7252, 1.1196, 1.6555], [0.6266, 0.1432, 1.2043], [1.2363, 2.6732, 6.2236], [0.3847, 3.7789, 5.1378], [1.8683, 2.9881, 4.5987], [-1.1327, 0.9248, 6.7087], [-2.0373, 0.2216, 5.3408], [-2.1641, 1.9547, 5.6946], [1.4722, -0.1749, 5.6441], [1.8760, -0.1091, 3.9056], [0.4774, -1.0370, 4.4543], [-1.4897, 3.7249, 3.7017], [-2.8460, 4.3185, 1.6864], [-2.9723, 2.6923, -0.1595], [-2.5569, 1.9578, -6.4297], [-1.2315, 1.9141, -5.8550], [-0.0545, 1.7465, -6.5738], [0.9545, 1.6977, -5.6826], [0.3836, 1.8396, -4.4377], [-0.9560, 1.9598, -4.5255], [-2.0646, 2.1118, -3.2519], [-2.5877, 2.6957, -7.2308], [-3.2530, 2.2369, -5.6432], [-2.8345, 0.9789, -6.8217], [-0.0534, 1.6677, -7.6455], [2.0149, 1.5660, -5.8006], [0.8878, 1.8370, -3.5534], [0.3694, -3.0579, -1.0782], [1.2474, -1.7272, -1.0651], [2.3765, -1.2571, -1.8030], [2.6044, 0.1103, -2.1644], [1.7056, 1.5062, -1.6155], [3.7399, 0.2116, -2.9599], [4.3891, 1.6662, -3.6350], [4.2572, -1.0830, -3.1306], [5.6582, -1.4881, -4.0553], [3.4536, -1.9612, -2.4138], [3.7293, -3.6613, -2.3104]],
  "atomic_forces_ev_per_a": [[0.42, 0.59, 0.42], [0.09, -0.03, 0.07], [-0.25, 0.32, -0.12], [-0.12, 0.34, -0.09], [0.01, -0.23, 0.29], [0.17, -0.46, -0.09], [-0.17, 0.66, 0.50], [0.37, -0.71, 0.39], [-0.82, 1.24, -0.54], [-0.26, -0.65, 0.23], [0.11, 0.03, 0.01], [-0.13, 0.24, -0.23], [0.10, -0.21, 0.23], [-0.05, -0.08, -0.10], [-0.03, -0.05, -0.04], [0.04, 0.00, 0.02], [-0.03, -0.04, 0.07], [0.04, 0.01, -0.03], [-0.01, -0.04, 0.16], [0.00, 0.08, 0.02], [-0.04, 0.02, -0.14], [-0.30, -0.62, -0.15], [-0.03, 0.01, -0.07], [-0.12, 0.21, 0.16], [-0.14, -0.43, -0.13], [-0.17, 0.43, 0.27], [0.97, 0.90, -0.47], [-0.64, 0.13, 0.79], [0.01, 0.01, 0.00], [-0.01, 0.00, 0.01], [0.00, 0.00, 0.00], [0.00, 0.00, -0.01], [0.02, 0.00, -0.01], [0.00, 0.02, 0.01], [-0.01, -0.02, 0.00], [0.03, 0.03, 0.01], [0.02, 0.01, 0.04], [-0.04, -0.05, 0.03], [0.02, 0.01, 0.00], [0.02, 0.00, -0.02], [0.00, -0.01, 0.01], [0.08, 0.00, 0.01], [0.02, -0.01, -0.01], [-0.08, 0.01, 0.04], [-0.02, -0.01, -0.20], [-0.02, -0.10, -0.07], [0.08, -0.14, 0.05], [0.00, 0.00, 0.00], [0.00, 0.00, 0.00], [0.00, 0.00, 0.00], [0.00, 0.00, 0.00], [0.03, 0.00, -0.01], [0.05, 0.01, 0.15], [1.64, -2.59, -2.27], [-0.83, 2.09, 1.23], [-0.01, -0.74, -0.18], [-0.03, -0.10, -0.14], [0.03, -0.22, -0.15], [-0.06, -0.01, 0.01], [-0.01, -0.01, -0.01], [0.03, 0.02, 0.08], [-0.01, 0.01, -0.02], [0.09, 0.09, -0.01], [-0.02, 0.03, -0.01]],
  "e_tot_ev": -135439.9778,
  "charge": -2,
  "de_lowest_ev": 29.2125,
  "e_homo_ev": [-0.99, -1.04],
  "e_lumo_ev": [3.423, 3.423]
}

No. 4
{
  "formula": "C25H21N2O3PtS3",
  "method": "ωB97M-V/def2-TZVPD",
  "symbols": ["Pt", "C", "C", "O", "C", "C", "C", "N", "N", "C", "O", "C", "C", "C", "C", "C", "C", "H", "H", "H", "H", "H", "H", "H", "H", "H", "H", "H", "H", "O", "C", "C", "C", "C", "C", "S", "C", "C", "C", "C", "S", "C", "C", "C", "C", "S", "H", "H", "H", "H", "H", "H", "H", "H", "H"],
  "positions_angstrom": [[-0.8743, 0.8701, -0.2449], [-4.8412, 2.2155, -0.7158], [-3.3440, 2.2766, -0.5674], [-2.7564, 1.1756, -0.8555], [-2.7541, 3.4609, -0.1625], [-1.3748, 3.6969, 0.1030], [-0.9194, 5.0876, 0.4432], [-0.4942, 2.7515, 0.0620], [0.8373, 3.0608, 0.3497], [1.5195, 1.9724, 0.4756], [1.0351, 0.7718, 0.3913], [2.9794, 2.0666, 0.7441], [3.7305, 0.9012, 0.8143], [5.0986, 0.9584, 1.0500], [5.7276, 2.1810, 1.2242], [4.9773, 3.3499, 1.1604], [3.6132, 3.2940, 0.9212], [-5.0962, 1.6330, -1.6014], [-5.2891, 3.2065, -0.7835], [-5.2575, 1.6965, 0.1508], [-3.4176, 4.3026, -0.0191], [-1.7776, 5.7483, 0.5593], [-0.2739, 5.4743, -0.3471], [-0.3278, 5.0854, 1.3568], [3.2249, -0.0477, 0.6787], [5.6753, 0.0425, 1.0987], [6.7938, 2.2276, 1.4088], [5.4591, 4.3106, 1.2979], [3.0123, 4.1921, 0.8648], [-1.3806, -1.0769, -0.4862], [-0.8417, -2.3248, -0.4292], [-0.9155, -2.8428, 1.0189], [-0.5582, -2.1391, 2.1274], [-0.7164, -2.8822, 3.3314], [-1.1908, -4.1403, 3.1125], [-1.4560, -4.4195, 1.4423], [-1.6875, -3.2349, -1.3362], [-3.0356, -3.1232, -1.4900], [-3.5699, -4.0558, -2.4222], [-2.6111, -4.8548, -2.9677], [-1.0590, -4.4733, -2.3529], [0.6252, -2.3776, -0.8801], [1.2615, -1.4891, -1.6859], [2.6181, -1.8421, -1.9494], [2.9853, -3.0014, -1.3408], [1.6893, -3.6661, -0.4347], [-0.1996, -1.1195, 2.0683], [-0.4895, -2.4922, 4.3154], [-1.4044, -4.9157, 3.8321], [-3.5990, -2.3618, -0.9681], [-4.6204, -4.1244, -2.6747], [-2.7256, -5.6419, -3.6970], [0.7711, -0.6068, -2.0658], [3.2871, -1.2473, -2.5586], [3.9375, -3.5090, -1.3663]],
  "atomic_forces_ev_per_a": [[0.13, -0.09, 0.19], [-0.07, 0.01, -0.09], [0.16, 0.28, -0.21], [-0.03, -0.35, 0.40], [-0.11, -0.01, 0.07], [-0.17, 0.40, -0.07], [-0.10, 0.09, -0.02], [0.29, -0.23, 0.08], [-0.23, 0.37, -0.14], [0.18, -0.32, 0.21], [-0.03, -0.24, -0.28], [0.05, 0.06, 0.10], [0.06, -0.21, 0.00], [-0.03, -0.05, 0.00], [-0.06, 0.06, -0.01], [-0.03, 0.05, 0.00], [-0.04, 0.04, -0.01], [0.01, 0.02, 0.01], [0.00, -0.02, 0.02], [-0.01, 0.00, -0.02], [0.02, 0.01, 0.01], [0.02, -0.01, -0.01], [0.01, 0.00, 0.01], [0.00, -0.01, 0.02], [0.04, 0.03, -0.02], [-0.03, -0.01, -0.01], [0.00, 0.00, 0.00], [0.00, 0.00, 0.00], [0.04, 0.02, 0.00], [-0.44, -0.10, -0.46], [0.33, 0.12, 0.28], [0.03, -0.09, -0.07], [0.02, 0.01, 0.12], [0.02, 0.06, -0.02], [0.01, -0.05, -0.09], [0.02, 0.01, 0.01], [0.02, 0.15, -0.08], [-0.06, -0.03, -0.05], [-0.04, 0.03, 0.06], [0.06, 0.00, 0.03], [-0.01, 0.00, 0.06], [-0.01, -0.14, 0.01], [0.10, -0.07, -0.09], [-0.04, 0.08, -0.03], [-0.08, -0.10, 0.04], [0.00, 0.13, 0.05], [0.00, -0.02, 0.00], [-0.01, -0.02, -0.03], [0.00, 0.06, 0.01], [0.02, -0.03, -0.02], [0.04, 0.01, -0.01], [-0.03, 0.03, 0.02], [-0.02, 0.06, 0.01], [-0.03, -0.03, 0.03], [0.00, 0.07, -0.02]],
  "e_tot_ev": -71142.6841,
  "charge": -1,
  "de_lowest_ev": 0.0000,
  "e_homo_ev": -4.25,
  "e_lumo_ev": 2.604
}